[1]
6 unconnected molecules or ions with the total composition C21H51Cl6N3O6, computed with ωB97M-V/def2-TZVPD.

XYZ file:
```
87
Properties=species:S:1:pos:R:3:forces:R:3:mulliken_charge:R:1
C -0.24655 2.83627 22.65499 0.46 0.10 -0.21 -0.81
O 0.92137 2.02912 22.70443 -0.15 0.50 0.30 -0.25
C 1.64463 2.29159 23.88545 0.98 -0.11 0.38 -0.93
C 2.98515 1.53531 23.87995 -0.74 -0.02 0.00 0.69
N 2.70015 0.12536 23.78406 -1.10 1.12 -0.18 -0.38
C 3.83276 -0.68198 23.53103 0.13 -1.11 -0.29 0.34
C 4.14932 -0.79443 22.02177 0.40 0.04 1.13 -0.80
O 2.97884 -1.08052 21.27742 0.23 -0.20 1.60 -0.36
C 3.15314 -0.92170 19.91196 -0.03 0.32 -0.24 -0.80
H 0.01771 3.89320 22.68921 0.25 0.28 -0.60 0.33
H -0.89344 2.77808 23.53034 -0.18 -0.86 0.14 0.31
H -0.75154 2.55863 21.72979 -0.18 0.25 0.23 0.23
H 1.02140 2.02232 24.73819 0.10 -0.40 0.28 0.39
H 1.86922 3.34760 24.03542 -0.09 0.49 -0.42 0.44
H 3.57678 1.72924 24.77463 -0.20 0.17 0.21 -0.49
H 3.61986 1.82908 23.04392 -0.02 0.60 -0.32 0.13
H 2.21938 0.04822 22.89918 -1.11 -0.14 0.10 0.43
H 3.48740 -1.63247 23.93770 0.82 -0.65 -0.26 0.21
H 4.70012 -0.33295 24.09135 0.13 -0.12 -0.14 -0.41
H 4.92590 -1.55650 21.95642 -0.01 -0.36 -0.55 0.54
H 4.60596 0.13961 21.69447 -0.05 0.32 -0.28 0.33
H 2.25220 -1.31513 19.44120 0.32 -0.22 -0.23 0.25
H 4.08627 -1.40363 19.62021 -0.13 -0.27 -0.53 0.34
H 3.22013 0.13732 19.66280 0.11 0.27 -0.16 0.30
C 8.49255 -11.24477 23.36825 0.35 0.28 0.08 -0.77
O 8.05508 -9.94051 23.09485 -0.49 0.05 -2.21 -0.31
C 7.98292 -9.71459 21.66451 0.48 1.56 0.01 -0.52
C 7.48530 -8.29176 21.39842 0.68 -0.39 0.44 -0.85
N 8.50921 -7.24652 21.46299 -0.48 0.27 -0.04 -0.35
C 9.26111 -7.25756 22.71064 0.01 -0.41 -0.76 -0.41
C 10.26727 -6.15786 22.91448 -1.35 -0.70 0.33 -0.64
O 9.55932 -4.99867 23.26207 1.46 1.55 -0.27 -0.21
C 10.52984 -3.93575 23.45930 -1.10 -0.27 -0.25 -0.41
H 7.99112 -11.91760 22.67258 -0.18 -0.54 0.52 0.32
H 8.32758 -11.39265 24.43551 -0.30 -0.50 -0.20 0.24
H 9.56559 -11.33925 23.20169 0.29 -0.02 -0.13 0.30
H 7.41174 -10.33783 20.97645 -0.85 -1.06 1.14 0.52
H 8.93377 -9.75206 21.13294 0.94 -0.24 0.62 0.34
H 6.72228 -8.10568 22.15425 -0.29 0.31 -0.26 0.33
H 7.08292 -8.35004 20.38709 -0.30 0.55 0.06 0.44
H 9.14784 -7.37457 20.69106 0.10 0.04 -0.15 0.26
H 9.84888 -8.17422 22.75940 -0.09 -0.42 0.47 0.26
H 8.55000 -7.19970 23.53470 0.07 -0.24 0.08 0.28
H 10.93762 -6.02651 22.06509 0.12 0.15 -0.14 0.34
H 10.79917 -6.55953 23.77694 0.76 0.45 0.21 0.35
H 10.00682 -3.00270 23.66896 -0.16 -0.33 0.64 -0.11
H 11.07163 -3.66968 22.55169 0.23 -0.55 -0.33 0.28
H 11.22572 -4.26628 24.23041 0.10 0.39 0.18 0.32
C 5.78608 3.43778 24.09795 0.61 -0.04 0.61 -0.98
O 6.21520 2.39560 25.00375 -1.12 0.19 -1.91 0.14
C 6.53312 2.86423 26.27779 0.70 -0.07 0.32 -1.01
C 6.88615 1.68221 27.17798 -0.57 0.55 0.48 -0.33
N 5.84915 1.30027 28.13363 -0.34 0.89 -0.61 -0.36
C 4.59671 0.75837 27.60987 0.27 -1.98 0.50 -0.88
C 4.74575 -0.64889 26.98727 -0.60 0.35 0.49 0.38
O 4.99576 -1.62807 28.02061 0.47 -0.44 -1.11 -0.45
C 5.26255 -2.94333 27.46480 -0.27 0.75 -0.23 -0.73
H 5.77642 3.09697 23.06265 -0.08 -0.46 0.25 0.26
H 6.47167 4.28479 24.12307 0.36 0.06 0.15 0.39
H 4.81380 3.85840 24.35454 -0.26 -0.29 0.15 0.28
H 5.74940 3.49369 26.69929 -0.17 0.01 0.14 0.37
H 7.44974 3.44425 26.17058 0.10 0.52 0.14 0.58
H 7.71604 2.02362 27.79672 0.22 -0.25 -0.06 0.41
H 7.21322 0.88378 26.51192 0.19 -0.30 -0.09 0.08
H 6.28100 0.76845 28.87577 -0.55 -0.32 -0.06 0.33
H 4.04114 1.35884 26.88955 0.68 0.54 -0.12 0.12
H 3.87026 0.61399 28.40957 0.19 0.23 0.41 0.42
H 5.48806 -0.57553 26.19247 0.53 -0.53 0.14 -0.31
H 3.80444 -0.89555 26.49616 -0.23 -0.14 -0.12 0.50
H 4.61372 -3.16702 26.61800 -0.42 0.18 -0.03 0.28
H 5.09468 -3.73041 28.19992 0.10 0.39 0.27 0.29
H 6.26592 -3.02729 27.04729 0.32 0.18 0.28 0.25
Cl 12.12048 2.51543 20.03048 -0.23 -0.05 0.08 -0.15
C 10.82448 3.69729 20.36369 1.06 0.25 -0.01 -0.34
Cl 9.33789 2.95222 20.93412 -0.03 0.14 -0.22 -0.06
H 11.21996 4.35068 21.14136 -0.27 -0.13 -0.06 0.25
H 10.71824 4.25944 19.43589 -0.54 -0.20 0.22 0.32
Cl 11.07124 2.28411 25.31601 -0.03 -0.72 0.04 -0.14
C 11.04364 0.69321 26.14304 0.21 0.35 0.98 0.05
Cl 12.03336 0.79161 27.65175 -0.25 -0.13 -0.49 -0.18
H 10.02781 0.49842 26.48687 0.12 0.03 -0.30 0.00
H 11.44525 -0.12650 25.54733 -0.09 0.49 -0.17 0.29
Cl 10.06104 -0.29787 22.91733 0.51 -0.06 -0.38 -0.15
C 8.55776 0.46232 23.40622 0.11 -0.06 0.51 0.28
Cl 7.46973 -0.81040 24.05561 0.11 0.64 -0.34 -0.18
H 8.81971 1.15653 24.20470 -0.38 -0.10 -0.08 -0.16
H 8.16413 1.00684 22.54793 -0.35 -0.42 0.24 0.13
```
Forces are in eV/Å.

Calculated values
total energy	-114488.391	eV
LUMO energy	0.40	eV
largest force on an atom	0.044	hartree/bohr
gap between HOMO and LUMO	0.3260	Ha
structure (SMILES)	COCCNCCOC.COCCNCCOC.COCCNCCOC.ClCCl.ClCCl.ClCCl


[2]
3 unconnected molecules or ions with the total composition C14H24B3IO6, computed with ωB97M-V/def2-TZVPD.

XYZ file:
```
48
Properties=species:S:1:pos:R:3:forces:R:3:mulliken_charge:R:1
O 2.62263 -1.11016 0.92990 -0.15 -0.09 0.32 -0.55
C 2.27572 -0.83439 2.06087 0.05 0.04 -0.27 0.38
C 3.23929 -0.99003 3.22597 0.37 -0.07 0.15 -0.81
B 4.24490 0.20538 3.14528 0.89 -0.14 0.46 0.29
O 4.12788 1.35342 3.92015 -1.07 0.01 -0.55 -0.40
B 4.14094 2.48845 3.12190 0.64 0.00 0.46 0.48
O 5.16625 2.58089 2.19404 -0.85 0.02 -0.60 -0.32
B 5.31893 1.39838 1.49836 0.83 0.10 0.19 0.26
I 5.49303 1.46069 -0.62389 0.16 -0.06 0.11 -0.02
O 5.25419 0.20818 2.17730 -0.86 0.02 -0.47 -0.24
C 0.91711 -0.29878 2.35203 -0.10 0.11 0.09 0.90
C -0.14488 -0.75833 1.58097 -0.11 0.04 -0.04 -0.52
C -1.42329 -0.26229 1.78667 0.13 0.15 0.04 -0.53
C -1.63469 0.71237 2.75794 -0.03 -0.14 -0.12 -0.44
C -0.58022 1.16647 3.53734 0.06 0.03 -0.05 -0.85
C 0.69805 0.66191 3.34124 -0.03 -0.17 0.01 -0.33
H 2.72592 -1.03235 4.18284 -0.05 0.00 -0.01 0.40
H 3.79812 -1.90996 3.04748 -0.04 -0.03 -0.01 0.28
H 3.25037 3.27260 3.14365 0.20 0.21 0.26 -0.08
H 0.04405 -1.49676 0.81618 -0.03 0.01 -0.09 0.38
H -2.24265 -0.60176 1.16749 -0.03 0.01 0.04 0.44
H -2.62658 1.12053 2.90069 -0.02 -0.01 0.00 0.40
H -0.75715 1.92151 4.29237 0.04 0.01 0.00 0.39
H 1.51824 1.02171 3.95204 -0.01 -0.02 0.00 0.44
C -4.07382 2.35608 -2.17699 0.04 0.06 0.09 -1.46
C -3.53715 1.04566 -1.62388 -0.17 -0.02 -0.14 0.69
C -3.96594 -0.14089 -2.47315 0.05 -0.07 0.07 -1.35
O -3.94931 0.86402 -0.26963 0.08 -0.01 0.09 -0.49
H -5.16746 2.34436 -2.18186 0.00 -0.03 -0.05 0.36
H -3.75105 3.19244 -1.55737 0.02 0.00 0.00 0.35
H -3.72974 2.52541 -3.19795 0.00 -0.01 -0.01 0.38
H -2.44712 1.08789 -1.58157 0.02 -0.01 0.05 0.15
H -5.05658 -0.22149 -2.48660 -0.01 0.04 -0.04 0.42
H -3.56891 -1.06884 -2.06097 0.01 0.01 0.00 0.29
H -3.61884 -0.03829 -3.50241 0.00 0.01 -0.01 0.37
H -4.91138 0.81639 -0.25268 -0.01 0.01 -0.02 0.32
C -0.05082 -3.10242 -3.62045 -0.06 -0.06 0.07 -1.49
C -0.23689 -1.86240 -2.75971 0.25 -0.01 -0.13 0.98
C 0.51186 -0.66663 -3.32859 -0.05 0.07 0.07 -1.32
O 0.17540 -2.11289 -1.41892 -0.14 -0.09 -0.01 -0.40
H 1.00690 -3.37619 -3.66195 0.01 0.03 -0.04 0.39
H -0.59790 -3.94579 -3.19908 -0.01 0.01 0.00 0.35
H -0.40034 -2.93410 -4.64005 0.01 0.01 -0.01 0.39
H -1.30009 -1.62534 -2.69042 -0.01 0.00 0.05 -0.26
H 1.58485 -0.87353 -3.35960 0.00 -0.02 -0.04 0.37
H 0.36256 0.21125 -2.69956 -0.01 0.00 0.00 0.31
H 0.17780 -0.43423 -4.34110 0.01 -0.01 -0.01 0.40
H 1.11787 -2.31809 -1.42436 0.03 0.09 0.06 0.29
```
Forces are in eV/Å.

Calculated values
total energy	-37329.694	eV
LUMO energy	0.36	eV
largest force on an atom	0.023	hartree/bohr
gap between HOMO and LUMO	0.3580	Ha
structure (SMILES)	O=C(CB1OBOB(I)O1)c1ccccc1.CC(C)O.CC(C)O